Record 1
ORCA calculation (ωB97M-V/def2-TZVPD) on a 2-piece molecular cluster, C6H12O2 overall.

Geometry as XYZ:
```
20
Properties=species:S:1:pos:R:3:lowdin_charge:R:1
O 0.952 1.146 1.868 -0.13
O -0.240 -1.509 3.582 -0.14
C -1.225 -0.718 -2.825 0.07
C -0.552 0.143 -2.107 -0.36
C -0.272 1.596 -2.493 -0.05
C -0.045 -0.323 0.316 -0.05
C 1.092 -0.132 1.325 -0.32
C 0.279 -0.087 -0.976 -0.12
H 0.700 1.891 -2.432 0.04
H 2.159 0.020 0.932 0.14
H -0.576 1.802 -3.552 0.09
H -1.105 -0.569 0.633 0.13
H 1.354 0.023 -1.220 0.13
H -0.050 1.333 2.091 0.14
H -0.627 -1.712 2.714 0.01
H -0.954 2.366 -2.043 0.10
H 1.140 -0.822 2.224 0.09
H -0.620 -2.134 4.379 0.14
H -1.608 -0.489 -3.828 0.08
H -1.174 -1.667 -2.938 -0.01
```

total energy	-10507.60647	eV
energy relative to the best compared isomer or geometry (same formula, charge and spin)	4.7005	eV
LUMO	0.621	eV
structure (SMILES)	C=C(C)/C=C/CO.O
HOMO	-9.241	eV
total charge	0
gap between HOMO and LUMO	9.9	eV

Record 2
ORCA calculation (ωB97M-V/def2-TZVPD) on a 2-piece molecular cluster, C6H12O2 overall.

Geometry as XYZ:
```
20
Properties=species:S:1:pos:R:3:lowdin_charge:R:1
O -0.753 1.843 0.979 -0.05
O 1.288 -0.172 -1.677 -0.02
C 1.644 -0.383 0.775 -0.12
C 0.282 -0.850 0.918 -0.19
C -1.172 1.359 -1.312 -0.07
C -0.843 0.788 0.044 -0.32
C -0.160 -2.061 0.173 -0.07
C 1.237 0.393 -0.587 -0.34
H -1.226 -2.252 0.294 0.08
H 1.420 1.456 -0.385 0.14
H 0.077 -1.938 -0.890 0.09
H -1.679 0.135 0.318 0.11
H -0.212 -0.622 1.858 0.11
H 1.962 0.325 1.541 0.11
H -1.080 0.588 -2.076 0.08
H -2.184 1.769 -1.302 0.09
H 2.397 -1.113 0.495 0.12
H -0.902 1.502 1.866 0.09
H -0.488 2.172 -1.554 0.08
H 0.391 -2.939 0.520 0.09
```

total energy	-10507.81315	eV
energy relative to the best compared isomer or geometry (same formula, charge and spin)	4.4939	eV
LUMO	0.600	eV
HOMO	-8.052	eV
total charge	0
gap between HOMO and LUMO	8.7	eV

Record 3
ORCA calculation (ωB97M-V/def2-TZVPD) on a 2-piece molecular cluster, C6H12O2 overall.

Geometry as XYZ:
```
20
Properties=species:S:1:pos:R:3:lowdin_charge:R:1
O 4.144 3.028 1.242 -0.10
O 1.568 0.598 1.765 -0.06
C -1.157 -0.278 -0.094 -0.04
C -0.225 -0.657 0.862 -0.09
C -1.630 -0.856 -1.461 -0.39
C -2.040 -2.249 -1.294 -0.08
C -1.507 -0.146 -2.512 0.01
C 0.237 0.170 2.006 -0.28
H -1.302 -2.849 -1.808 0.08
H -0.293 1.115 2.295 0.13
H 1.497 1.330 1.240 0.02
H 0.319 -1.487 0.533 0.09
H -2.058 -2.526 -0.141 0.12
H -1.020 0.786 -2.720 0.06
H 0.361 -0.457 3.018 0.15
H 5.077 2.792 1.673 0.11
H 4.290 3.714 0.607 0.00
H -3.042 -2.429 -1.768 0.09
H -1.598 0.744 0.131 0.12
H -1.624 -0.342 -3.575 0.07
```

total energy	-10507.99783	eV
energy relative to the best compared isomer or geometry (same formula, charge and spin)	4.3092	eV
LUMO	0.777	eV
structure (SMILES)	C=C(C)/C=C/CO.O
HOMO	-8.977	eV
total charge	0
gap between HOMO and LUMO	9.8	eV

Record 4
ORCA calculation (ωB97M-V/def2-TZVPD) on a 2-piece molecular cluster, C6H12O2 overall.

Geometry as XYZ:
```
20
Properties=species:S:1:pos:R:3:lowdin_charge:R:1
O 1.921 -2.109 3.413 -0.01
O 1.318 3.248 0.417 0.03
C -0.087 -0.026 0.605 -0.26
C 0.869 0.999 0.115 -0.19
C -1.287 -0.051 -1.463 -0.17
C -1.734 -0.402 -2.844 -0.09
C -0.493 -0.749 -0.660 -0.11
C 0.742 2.345 0.922 -0.27
H -1.016 0.304 1.106 0.11
H -2.614 -0.906 -2.961 0.03
H 1.247 -2.764 3.505 0.02
H -1.642 0.916 -1.124 0.11
H 0.261 -0.594 1.447 0.09
H -1.889 0.469 -3.534 0.09
H -0.904 -0.953 -3.248 0.07
H 2.608 -2.400 3.943 -0.01
H -0.016 2.444 1.878 0.16
H 1.980 0.633 0.265 0.15
H -0.083 -1.673 -0.738 0.08
H 0.819 1.268 -1.044 0.16
```

total energy	-10508.80239	eV
energy relative to the best compared isomer or geometry (same formula, charge and spin)	3.5046	eV
LUMO	0.704	eV
structure (SMILES)	C/C=C/CCC=O.O
HOMO	-8.890	eV
total charge	0
gap between HOMO and LUMO	9.6	eV

Record 5
ORCA calculation (ωB97M-V/def2-TZVPD) on a 2-piece molecular cluster, C6H12O4 overall.

Geometry as XYZ:
```
22
Properties=species:S:1:pos:R:3:lowdin_charge:R:1
O 1.088 -1.558 1.445 -0.06
O 2.155 -1.289 -0.575 0.02
O -1.107 1.535 0.395 0.03
O -0.680 0.300 -1.498 -0.03
C 2.101 0.576 1.002 -0.01
C 0.561 0.737 -1.622 -0.01
C 1.434 -0.652 0.435 -0.52
C -0.140 -1.146 0.822 -0.05
C -2.739 -0.125 -0.388 -0.01
C -1.346 0.407 -0.361 -0.52
H 1.055 0.396 -2.514 0.08
H -2.818 -0.925 -1.121 0.09
H -3.469 0.653 -0.646 0.09
H 1.352 1.306 1.306 0.08
H -0.532 -1.936 0.186 0.11
H 0.842 1.653 -1.125 0.08
H 2.686 0.291 1.883 0.09
H 2.353 -2.186 -0.268 0.11
H -0.805 -0.800 1.609 0.11
H 2.756 1.045 0.272 0.08
H -3.008 -0.514 0.596 0.09
H -1.738 2.234 0.166 0.12
```

total energy	-14600.70458	eV
energy relative to the best compared isomer or geometry (same formula, charge and spin)	6.5075	eV
LUMO (alpha / beta)	0.641 / 0.542	eV
HOMO (alpha / beta)	-6.901 / -7.222	eV
total charge	0
gap between HOMO and LUMO (alpha / beta)	7.5 / 7.8	eV

Record 6
ORCA calculation (ωB97M-V/def2-TZVPD) on C6H12O5 in the gas phase.

Geometry as XYZ:
```
23
Properties=species:S:1:pos:R:3:lowdin_charge:R:1
O -0.744 2.155 1.217 0.00
O 1.981 0.273 -1.818 -0.02
O 1.822 -0.289 0.825 -0.02
O -0.162 -2.166 0.909 -0.02
O -2.088 0.675 -0.340 -0.03
C -0.258 0.847 1.113 -0.27
C -0.851 -1.384 -0.030 -0.33
C 0.713 0.322 -1.203 -0.32
C -0.054 -1.018 -1.285 -0.06
C -1.392 -0.101 0.643 -0.23
C 0.989 0.721 0.240 -0.25
H 0.697 -1.713 1.051 0.08
H -0.716 -1.037 -2.173 0.13
H -2.950 0.293 -0.524 0.11
H -2.047 -0.324 1.487 0.16
H 0.658 -1.808 -1.420 0.12
H -1.712 -2.003 -0.318 0.15
H 1.475 1.680 0.242 0.15
H 2.590 -0.403 0.220 0.13
H 1.861 -0.068 -2.721 0.11
H 0.066 0.536 2.125 0.17
H 0.113 1.119 -1.673 0.16
H -1.380 2.228 0.491 0.09
```

total energy	-16653.73137	eV
energy relative to the best compared isomer or geometry (same formula, charge and spin)	0.0000	eV
LUMO	0.474	eV
structure (SMILES)	O[C@H]1[C@@H](O)[C@H](O)C[C@H](O)[C@@H]1O
HOMO	-9.882	eV
total charge	0
gap between HOMO and LUMO	10.4	eV

Record 7
ORCA calculation (ωB97M-V/def2-TZVPD) on C6H12O5S2 in the gas phase.

Geometry as XYZ:
```
25
Properties=species:S:1:pos:R:3:lowdin_charge:R:1
S -1.516 1.309 1.896 0.76
S -0.594 -1.353 0.932 0.95
O -0.572 0.256 -1.882 -0.03
O -3.018 -0.519 -1.286 -0.07
O 1.372 -1.627 -1.063 -0.07
O 1.900 -0.664 2.447 -0.07
O 2.568 0.987 -0.772 0.00
C -1.225 0.934 -0.812 -0.42
C 2.235 0.878 0.519 -0.12
C 1.229 -1.654 0.306 -0.45
C -1.065 0.208 0.502 -0.90
C 2.167 -0.565 1.068 -0.36
C -2.653 0.862 -1.279 -0.21
H 1.503 1.606 0.903 0.10
H -3.422 1.413 -0.721 0.13
H -1.117 -0.510 -1.961 0.07
H -1.046 0.664 2.951 -0.16
H 2.902 0.110 -1.107 0.13
H 1.050 -0.244 2.665 0.05
H 0.858 -0.917 -1.519 0.08
H 1.692 -2.592 0.576 0.12
H 3.249 -0.904 1.099 0.17
H -2.954 -0.789 -0.325 0.09
H -0.799 1.863 -0.910 0.13
H -2.747 1.248 -2.226 0.10
```

total energy	-38319.58029	eV
energy relative to the best compared isomer or geometry (same formula, charge and spin)	0.9050	eV
LUMO (alpha / beta)	-1.043 / 0.376	eV
HOMO (alpha / beta)	-7.334 / -7.921	eV
total charge	0
gap between HOMO and LUMO (alpha / beta)	6.3 / 8.3	eV

Record 8
ORCA calculation (ωB97M-V/def2-TZVPD) on a 2-piece molecular cluster, C6H12O6 overall.

Geometry as XYZ:
```
24
Properties=species:S:1:pos:R:3:lowdin_charge:R:1
O -3.447 -0.647 1.599 0.01
O 2.193 0.326 0.178 0.07
O 3.741 -0.707 -1.140 0.01
O 1.979 0.205 -2.058 0.03
O -2.852 1.484 1.042 0.01
O -2.170 -0.345 -0.170 0.07
C -2.738 0.158 0.815 -0.55
C -3.058 -2.068 1.719 0.04
C 0.819 0.903 -2.051 -0.05
C 4.358 -1.290 0.024 -0.01
C -2.029 2.423 0.366 -0.04
C 2.613 -0.018 -0.954 -0.58
H 5.018 -0.599 0.346 0.06
H 4.921 -2.229 -0.295 0.12
H -2.177 -1.979 2.034 0.02
H 0.510 1.078 -3.033 0.09
H -3.046 -2.645 0.935 0.05
H 3.672 -1.617 0.712 0.06
H -3.582 -2.343 2.690 0.14
H -2.264 2.411 -0.699 0.09
H -2.372 3.397 0.707 0.10
H -1.013 2.243 0.234 0.06
H 0.127 0.118 -1.447 0.16
H 0.795 1.742 -1.553 0.03
```

total energy	-18698.42949	eV
energy relative to the best compared isomer or geometry (same formula, charge and spin)	2.6654	eV
LUMO	0.813	eV
structure (SMILES)	COC(=O)OC.COC(=O)OC
HOMO	-10.396	eV
total charge	0
gap between HOMO and LUMO	11.2	eV

Record 9
ORCA calculation (ωB97M-V/def2-TZVPD) on a 2-piece molecular cluster, C6H12O6 overall.

Geometry as XYZ:
```
24
Properties=species:S:1:pos:R:3:lowdin_charge:R:1
O -1.255 0.916 1.941 -0.01
O -2.524 -0.173 0.443 -0.02
O 2.056 -1.171 -2.035 -0.06
O 1.303 0.314 -0.389 -0.03
O -2.758 2.022 0.699 -0.06
O 0.797 -2.004 -0.359 -0.01
C -1.485 2.114 1.291 -0.21
C -1.246 -0.103 1.041 -0.29
C 1.120 -0.859 0.334 -0.33
C 1.950 -2.275 -1.145 -0.19
C 2.241 0.081 -1.330 -0.22
C -2.825 1.032 -0.258 -0.21
H -1.093 -1.016 1.649 0.17
H 3.229 0.041 -0.832 0.14
H 0.176 -0.904 0.911 0.07
H 1.824 -3.212 -1.721 0.15
H -0.682 2.423 0.595 0.15
H -0.386 -0.009 0.351 0.09
H 2.258 0.929 -2.042 0.15
H 2.873 -2.372 -0.541 0.14
H -2.141 1.295 -1.087 0.14
H -3.851 0.982 -0.671 0.15
H -1.539 2.869 2.099 0.15
H 1.958 -0.918 1.055 0.17
```

total energy	-18696.48342	eV
energy relative to the best compared isomer or geometry (same formula, charge and spin)	4.6115	eV
LUMO	0.819	eV
structure (SMILES)	C1OCOCO1.C1OCOCO1
HOMO	-9.998	eV
total charge	0
gap between HOMO and LUMO	10.8	eV

Record 10
ORCA calculation (ωB97M-V/def2-TZVPD) on an isolated ion of composition C6H12P and charge +1.

Geometry as XYZ:
```
19
Properties=species:S:1:pos:R:3:lowdin_charge:R:1
P 0.533 0.127 0.099 1.00
C -1.909 1.054 -0.318 -0.08
C -0.776 -0.926 0.738 -0.27
C 1.934 0.430 1.299 -0.14
C -0.634 1.536 -0.340 -0.11
C 1.415 -0.636 -1.375 -0.13
C -2.008 -0.432 -0.051 -0.23
H 2.043 1.478 1.594 0.06
H 2.793 0.188 0.724 0.03
H 1.667 -1.630 -1.319 0.03
H 0.796 -0.449 -2.266 0.08
H 1.502 -0.137 2.240 0.11
H -0.775 -0.755 1.807 0.10
H -2.759 1.608 -0.560 0.10
H -0.422 2.484 -0.688 0.05
H -2.863 -0.799 0.453 0.10
H -0.673 -2.010 0.460 0.13
H -2.155 -1.033 -1.002 0.15
H 2.289 -0.098 -1.496 0.02
```

total energy	-15697.99054	eV
energy relative to the best compared isomer or geometry (same formula, charge and spin)	0.6122	eV
LUMO	-3.303	eV
HOMO	-14.400	eV
total charge	+1
gap between HOMO and LUMO	11.1	eV

Record 11
ORCA calculation (ωB97M-V/def2-TZVPD) on C6H12P2S in the gas phase.

Geometry as XYZ:
```
21
Properties=species:S:1:pos:R:3:lowdin_charge:R:1
S 0.019 -1.263 3.650 0.16
P -0.414 -0.900 1.670 0.51
P -1.632 -0.468 -1.399 0.90
C -0.089 -1.425 -1.511 -0.55
C 1.142 -0.990 -0.786 -0.38
C -1.112 1.264 -1.054 -0.50
C -0.306 1.696 0.217 -0.30
C -0.789 0.947 1.544 -0.42
C 1.174 -1.272 0.698 -0.41
H 0.306 -1.271 -2.494 0.05
H 1.094 -2.325 0.936 0.04
H 2.165 -0.876 1.041 0.10
H -1.834 1.273 1.576 0.07
H -0.556 1.760 -1.900 0.09
H -1.995 1.821 -1.067 0.02
H 1.480 0.072 -1.116 0.13
H -0.409 1.555 2.343 0.05
H 0.778 1.764 0.039 0.08
H -0.613 2.803 0.413 0.12
H -0.333 -2.557 -1.443 0.11
H 1.923 -1.609 -1.357 0.12
```

total energy	-35826.47393	eV
LUMO (alpha / beta)	0.762 / -2.038	eV
multiplicity	3
HOMO (alpha / beta)	-7.502 / -8.914	eV
total charge	0
gap between HOMO and LUMO (alpha / beta)	8.3 / 6.9	eV